No. 1
Computed, not measured: a gas-phase ion, C7H5N2O3S (charge -1) at a distorted geometry, with the ωB97M-V functional and the def2-TZVPD basis.

- Net charge: -1
- Energy above the lowest of the compared OMol25 structures with the same formula, charge and spin: 484.8 kJ/mol
- Strongest force on any atom: 0.06265 hartree/bohr
- Gap between HOMO and LUMO (alpha / beta): 5.860 / 5.853 eV

Positions of all 18 atoms, in Å:
C -1.0285 2.3409 0.1678
C 0.1694 3.0257 -0.0879
C -0.8136 0.9578 0.0615
C 0.5132 0.5593 -0.1186
C 1.0935 -0.7333 -0.2671
C 0.8655 -2.9718 -0.0479
C -1.9193 -0.0756 0.0787
N 0.3174 -1.7425 -0.2461
N 2.6982 -1.6663 0.6457
O 2.4393 -0.8145 -0.5068
O 0.3346 -4.0418 -0.3348
O 2.1470 -2.9060 0.4661
S 1.5323 1.9652 -0.0933
H -1.9426 2.9098 0.3155
H 0.2856 4.1547 -0.1677
H -2.5557 0.1882 0.8323
H -2.6246 0.0347 -0.7276
H -1.5115 -1.1846 0.0305



No. 2
Computed, not measured: a single C7H5N3O3 molecule at a distorted geometry, with the ωB97M-V functional and the def2-TZVPD basis.

- Net charge: 0
- Strongest force on any atom: 0.06654 hartree/bohr
- Gap between HOMO and LUMO: 9.609 eV

Positions of all 18 atoms, in Å:
N 4.9084 -2.2544 0.0738
C 4.3589 -1.2614 0.2229
N 3.7117 -0.0678 0.3505
O 2.4770 0.0845 1.2144
C 1.1950 -0.0347 0.6060
C 0.9386 -0.9172 -0.4217
C -0.3727 -0.9342 -0.8428
C -1.3404 -0.0890 -0.1917
C -0.9542 0.9166 0.7091
C 0.3524 0.9206 1.0962
N 4.1512 1.1197 -0.2803
O 5.0305 0.9565 -1.0526
O 3.5481 2.1072 -0.0339
H 1.6286 -1.5949 -0.8554
H -0.5470 -1.6776 -1.6867
H -2.4484 -0.1344 -0.4503
H -1.6232 1.6756 1.0702
H 0.5655 1.7158 1.8591



No. 3
Computed, not measured: a single C7H5NO4 molecule at a distorted geometry, with the ωB97M-V functional and the def2-TZVPD basis.

- Net charge: 0
- Energy above the lowest of the compared OMol25 structures with the same formula, charge and spin: 535.8 kJ/mol
- Strongest force on any atom: 0.09464 hartree/bohr
- Gap between HOMO and LUMO: 7.817 eV

Positions of all 17 atoms, in Å:
O -4.0789 -0.6618 -0.2441
N -2.8883 -1.0688 -0.1768
C -1.6771 -0.3271 0.2270
C -1.8320 1.0148 -0.1062
C -0.6065 1.7594 -0.0262
C 0.5841 1.0064 -0.0108
O 1.5964 1.9764 -0.0487
C 0.7355 -0.4005 0.1693
C 2.3066 -0.7518 0.0338
O 3.3028 -0.0731 -0.1826
O 2.4657 -2.0933 -0.3019
C -0.4957 -1.1339 0.3346
H -2.6959 1.6119 -0.4880
H -0.4085 2.7647 0.1780
H 2.4730 1.4646 -0.1760
H 1.8858 -2.8528 0.1598
H -0.6670 -2.2349 0.6588